Entry 1:
Entry from the OMol25 dataset: an isolated molecule of C3H4BrNO (ωB97M-V with the def2-TZVPD basis set).

The lowest unoccupied orbital energy (spin up / spin down) comes out at -0.21 / -0.57 eV. As for the total charge: 0. The highest occupied orbital energy (spin up / spin down) is -0.3400 / -0.3165 Eh.

Geometry as XYZ:
```
10
C3H4BrNO (ωB97M-V with the def2-TZVPD basis set)
N 1.540 -0.542 -0.853
Br 2.621 0.265 0.401
H -0.174 2.093 -1.520
H -1.933 0.717 0.479
O 0.522 -1.354 -0.315
C -0.883 0.509 -0.036
H -1.207 -1.598 0.649
C -0.345 1.239 -0.953
H 0.205 -0.574 1.583
C -0.347 -0.756 0.567
```

Atomic partial charges in e from the Löwdin method, atoms 1 to 6: atom 1 (N): -0.41, atom 2 (Br): 0.63, atom 3 (H): 0.03, atom 4 (H): 0.15, atom 5 (O): -0.29, atom 6 (C): -0.23

***

Entry 2:
Entry from the OMol25 dataset: a structure of composition C4H8FN (ωB97M-V with the def2-TZVPD basis set).

The lowest unoccupied orbital energy comes out at 1.12 eV. As for the total charge: 0. The highest occupied orbital energy is -0.3278 Eh.

Geometry as XYZ:
```
14
C4H8FN (ωB97M-V with the def2-TZVPD basis set)
N 0.413 -0.036 -0.626
H 2.102 -0.979 -0.838
H 2.137 0.951 -0.762
C 1.770 -0.029 -0.364
H -0.686 1.824 -0.633
H -2.143 -0.071 1.255
H -0.021 -1.059 1.098
C -0.462 1.012 0.036
C -0.380 -1.006 0.079
H -0.571 -1.990 -0.413
H -0.050 1.516 0.943
C -1.576 -0.029 0.282
F -2.448 -0.053 -0.766
H 1.914 -0.050 0.710
```

Atomic partial charges in e from the Löwdin method, atoms 1 to 6: atom 1 (N): -0.23, atom 2 (H): 0.11, atom 3 (H): 0.11, atom 4 (C): -0.13, atom 5 (H): 0.10, atom 6 (H): 0.15

***

In kJ/mol, the energy relative to the best compared isomer or geometry (same formula, charge and spin) values for the records above are, in order, 649.8; 154.9.